Here is 2 unconnected molecules or ions with the total composition C4H15N5 from the OMol25 dataset. Energies are from ωB97M-V with the def2-TZVPD basis set.

## Properties
DFT total energy: -435.02385 hartree
SMILES string: [H]/N=C(\N)N(C)N.CNC
HOMO-LUMO gap: 8.636 eV
ΔE to the lowest compared entry with this formula, charge and spin: 90.7 kcal/mol

XYZ file:
```
24
Properties=species:S:1:pos:R:3:forces:R:3:mulliken_charge:R:1
H -2.56090 -0.66638 0.55462 0.07 -0.10 -0.01 0.2102
N -2.00585 0.14017 0.28701 1.71 -0.57 -0.20 -0.9714
C -0.74734 -0.02294 0.66971 -2.35 3.26 1.28 0.4287
N -0.47131 -0.90513 1.73095 0.61 -0.87 -0.06 -0.4587
N 0.01569 1.24407 0.63144 -0.60 -2.04 0.08 0.6598
C 1.38945 1.38861 1.07789 -0.46 0.20 -0.16 -0.9756
N -0.77301 2.41782 0.76823 -0.05 -0.09 -0.32 -0.9408
H -1.26361 -1.00965 2.35342 0.40 0.10 -0.10 0.2539
H 0.41950 -0.79336 2.20153 -0.38 0.14 0.08 0.2158
H 1.47534 1.93516 2.02292 -0.14 -0.02 -0.01 0.3054
H 1.92101 0.44097 1.18556 -0.22 -0.09 -0.09 0.3246
H 1.91936 1.95711 0.30659 0.26 0.02 0.17 0.2694
H -1.72787 2.07107 0.96442 0.60 0.24 -0.15 0.3482
H -0.83496 2.83122 -0.16607 -0.18 -0.02 0.23 0.2072
C 0.47223 0.24378 -1.91772 0.40 -3.74 0.82 -0.8222
N 0.49232 -1.04262 -0.73909 -0.15 2.58 -1.42 -0.2524
C 0.06036 -2.33353 -1.24654 0.15 0.60 0.03 -1.0404
H 1.01872 -0.26676 -2.71168 -0.07 0.22 -0.17 0.3201
H -0.57882 0.29689 -2.19610 -0.06 -0.08 0.40 0.3371
H 0.87580 1.25097 -1.81552 0.21 -0.51 1.14 0.2563
H 1.03956 -1.16291 0.10909 0.69 0.78 -1.09 0.3512
H 0.30301 -3.12215 -0.52604 -0.07 0.27 0.01 0.3341
H -1.02471 -2.30400 -1.37269 -0.06 -0.21 -0.32 0.2906
H 0.58603 -2.58842 -2.17194 -0.31 -0.06 -0.14 0.3487
```
Positions in Å, forces in eV/Å.